Here is a molecular structure, C20H27N6S2V from the OMol25 dataset. Energies are from ωB97M-V/def2-TZVPD.

Results
- gap between HOMO and LUMO (alpha / beta) (eV) = 4.110 / 4.149
- spin multiplicity = 4
- highest occupied orbital energy (alpha / beta) (Ha) = -0.0718 / -0.0741
- energy above the lowest of the compared OMol25 structures with the same formula, charge and spin (kcal/mol) = 4.8
- charge = -1
- LUMO level (alpha / beta) (Eh) = 0.0792 / 0.0784
- <S²> = 3.8072
- electronic energy (Eh) = -2847.082773

Structure (XYZ):
```
56
Properties=species:S:1:pos:R:3:nbo_charge:R:1
V 0.041 1.758 -0.084 0.716
C 0.809 4.316 1.534 -0.222
C 0.188 3.414 2.667 -0.236
N 0.231 1.965 2.188 -0.624
C -0.962 1.154 2.780 -0.231
C -2.350 1.514 2.234 -0.583
S -2.290 1.886 0.465 0.389
C -2.374 3.722 0.422 -0.560
C -1.091 4.571 -0.047 -0.222
N 0.226 4.006 0.197 -0.632
H 0.473 5.341 1.882 0.172
H 1.902 4.167 1.522 0.227
H 0.691 3.637 3.614 0.194
H -0.842 3.659 2.895 0.185
H 0.984 1.559 2.774 0.380
H -0.792 0.074 2.585 0.230
H -0.924 1.194 3.874 0.177
H -2.880 0.571 2.161 0.245
H -2.886 2.209 2.906 0.215
H -3.161 3.799 -0.363 0.239
H -2.832 4.113 1.305 0.210
H -1.135 4.719 -1.151 0.224
H -1.233 5.515 0.468 0.172
H 0.926 4.350 -0.479 0.400
S -0.543 0.856 -2.228 -0.379
C -0.629 -0.840 -1.568 0.256
N -1.338 -1.710 -2.217 -0.413
N -1.063 -2.913 -1.762 -0.421
C -1.648 -4.107 -2.177 0.191
C -0.949 -5.300 -1.782 -0.264
C -1.364 -6.521 -2.242 -0.212
C -2.435 -6.605 -3.146 -0.327
C -3.074 -5.445 -3.571 -0.183
C -2.657 -4.196 -3.102 -0.322
N -0.029 -1.202 -0.458 -0.541
N 0.720 -0.187 0.002 -0.272
C 1.924 -0.402 0.483 0.137
C 2.314 -1.648 0.973 -0.206
C 3.593 -2.039 0.686 -0.229
C 4.529 -1.104 0.071 -0.271
C 4.205 0.218 -0.156 -0.107
C 2.893 0.723 0.348 -0.300
H -0.408 -3.001 -0.969 0.388
H -0.128 -5.186 -1.099 0.198
H -0.863 -7.375 -1.770 0.194
H -2.715 -7.576 -3.503 0.190
H -3.883 -5.564 -4.328 0.195
H -3.129 -3.283 -3.519 0.231
H 1.615 -2.352 1.381 0.214
H 3.909 -3.047 0.818 0.194
H 5.515 -1.524 -0.106 0.192
H 4.931 0.941 -0.514 0.195
H 3.129 1.102 1.363 0.168
C 2.126 1.836 -0.413 -0.906
H 2.033 1.477 -1.455 0.203
H 2.699 2.760 -0.387 0.139
```

***

Here is a molecular structure, C17H16O5RuS2 from the OMol25 dataset. Energies are from ωB97M-V/def2-TZVPD.

Results
- gap between HOMO and LUMO (alpha / beta) (eV) = 6.935 / 6.936
- highest occupied orbital energy (alpha / beta) (Ha) = -0.2826 / -0.2826
- energy above the lowest of the compared OMol25 structures with the same formula, charge and spin (kcal/mol) = 0.0
- LUMO level (alpha / beta) (Eh) = -0.0277 / -0.0277
- electronic energy (Eh) = -1924.908192

Structure (XYZ):
```
41
Properties=species:S:1:pos:R:3:nbo_charge:R:1
Ru 0.395 -0.733 1.071 0.554
O -0.646 3.007 -2.426 -0.680
C -0.617 1.996 -1.538 0.780
O -1.021 0.895 -1.768 -0.570
C 0.018 2.497 -0.261 -0.172
O -0.083 1.578 0.808 -0.546
C 0.358 2.219 2.011 -0.192
C 0.582 1.249 3.158 0.766
O 0.668 1.696 4.276 -0.598
O 0.742 -0.010 2.851 -0.653
H -1.009 2.658 -3.252 0.504
H 1.071 2.719 -0.473 0.221
H -0.471 3.438 0.004 0.215
H 1.318 2.717 1.837 0.208
H -0.373 2.967 2.324 0.210
S 1.875 -0.394 -0.450 0.180
C 2.938 -1.791 -0.487 -0.139
C 4.056 -1.810 -1.323 -0.232
C 4.857 -2.934 -1.359 -0.229
C 4.540 -4.039 -0.567 -0.203
C 3.436 -4.021 0.259 -0.207
C 2.621 -2.884 0.309 -0.224
S 1.209 -2.833 1.339 0.062
H 4.284 -0.944 -1.931 0.217
H 5.728 -2.958 -2.001 0.215
H 5.168 -4.920 -0.599 0.215
H 3.190 -4.876 0.876 0.220
C -1.410 -1.371 0.330 -0.479
C -1.884 -1.134 1.703 -0.059
C -2.431 0.114 2.069 -0.207
C -2.641 0.424 3.393 -0.212
C -2.304 -0.497 4.388 -0.160
C -1.805 -1.740 4.050 -0.205
C -1.596 -2.062 2.714 -0.180
H -1.813 -0.701 -0.419 0.236
H -1.381 -2.409 0.017 0.226
H -2.665 0.830 1.291 0.219
H -3.049 1.389 3.667 0.219
H -2.436 -0.233 5.429 0.223
H -1.554 -2.456 4.820 0.224
H -1.212 -3.037 2.445 0.234
```

***

Here is a gas-phase ion, C26H33N2OS (charge +1) from the OMol25 dataset. Energies are from ωB97M-V/def2-TZVPD.

Results
- gap between HOMO and LUMO (eV) = 7.464
- highest occupied orbital energy (Ha) = -0.4035
- energy above the lowest of the compared OMol25 structures with the same formula, charge and spin (kcal/mol) = 0.0
- charge = +1
- LUMO level (Eh) = -0.1292
- electronic energy (Eh) = -1593.203404

Structure (XYZ):
```
63
Properties=species:S:1:pos:R:3:nbo_charge:R:1
C 2.384 4.883 -0.739 -0.693
S 1.387 3.324 -0.317 0.747
C 1.998 3.286 1.415 -0.722
H 3.028 4.703 -1.601 0.264
H 1.660 5.678 -0.962 0.265
H 2.976 5.194 0.131 0.238
H 2.384 2.310 1.706 0.248
H 2.776 4.041 1.522 0.244
H 1.162 3.553 2.061 0.251
C -4.179 -1.995 -0.104 -0.417
N -3.306 -0.958 0.374 -0.454
C -3.479 -0.387 1.603 0.693
O -4.408 -0.590 2.382 -0.610
C -2.307 0.566 1.838 -0.111
C -1.538 0.289 3.127 -0.420
C -0.948 -1.096 3.083 -0.054
C -1.775 -2.193 3.359 -0.167
C -1.269 -3.488 3.274 -0.222
C 0.063 -3.695 2.908 -0.215
C 0.900 -2.603 2.655 -0.211
C 0.405 -1.301 2.782 -0.217
N -1.493 0.371 0.662 -0.425
C -0.286 1.005 0.505 0.097
C 0.594 0.761 -0.498 -0.412
C 1.864 1.559 -0.617 -0.332
C 2.674 1.363 -1.900 0.013
C 3.974 1.863 -1.867 -0.245
C 4.871 1.594 -2.899 -0.190
C 4.490 0.729 -3.928 -0.188
C 3.183 0.257 -3.994 -0.187
C 2.255 0.590 -2.991 -0.225
C -2.035 -0.663 -0.247 0.361
C -1.149 -1.938 -0.318 -0.457
C -1.409 -2.517 -1.706 -0.411
C -2.065 -1.413 -2.575 -0.421
C -2.231 -0.169 -1.708 -0.442
H -5.125 -1.891 0.421 0.254
H -4.327 -1.896 -1.181 0.205
H -3.768 -2.994 0.083 0.202
H -2.704 1.598 1.844 0.219
H -0.756 1.046 3.248 0.199
H -2.263 0.380 3.948 0.252
H -2.819 -2.024 3.649 0.234
H -1.920 -4.331 3.521 0.227
H 0.449 -4.714 2.839 0.225
H 1.947 -2.756 2.391 0.219
H 1.071 -0.445 2.644 0.195
H -0.075 1.739 1.302 0.197
H 0.422 -0.074 -1.186 0.244
H 2.554 1.202 0.183 0.247
H 4.308 2.438 -1.001 0.203
H 5.866 2.037 -2.891 0.231
H 5.176 0.505 -4.740 0.233
H 2.849 -0.366 -4.819 0.231
H 1.227 0.229 -3.078 0.222
H -0.102 -1.658 -0.156 0.225
H -1.426 -2.615 0.504 0.243
H -0.482 -2.876 -2.168 0.218
H -2.089 -3.379 -1.633 0.218
H -1.440 -1.203 -3.455 0.214
H -3.036 -1.758 -2.950 0.218
H -3.220 0.305 -1.805 0.233
H -1.469 0.586 -1.929 0.220
```

***

Here is a molecular structure, C6H5NO4 from the OMol25 dataset. Energies are from ωB97M-V/def2-TZVPD.

Results
- gap between HOMO and LUMO (eV) = 9.964
- highest occupied orbital energy (Ha) = -0.3936
- energy above the lowest of the compared OMol25 structures with the same formula, charge and spin (kcal/mol) = 47.7
- LUMO level (Eh) = -0.0274
- electronic energy (Eh) = -587.260593

Structure (XYZ):
```
16
Properties=species:S:1:pos:R:3:nbo_charge:R:1
C 1.016 1.565 -1.239 0.547
C 1.621 1.272 -2.631 0.697
C 0.513 -0.731 -2.284 0.545
C -0.164 -1.847 -2.358 -0.533
C -0.044 0.102 0.493 0.674
C 0.018 1.167 1.484 -0.726
N 0.378 0.485 -0.763 -0.506
O 1.143 2.714 -0.818 -0.518
O 2.307 2.011 -3.279 -0.444
O -0.370 -1.010 0.832 -0.557
O 1.198 0.022 -3.190 -0.486
H -0.119 -2.438 -3.237 0.256
H -0.487 -2.162 -1.320 0.291
H -0.806 1.221 2.271 0.258
H 0.035 2.101 0.924 0.249
H 1.056 0.959 2.099 0.254
```